{
  "formula": "C27H23F5IrN4O3PSTe",
  "method": "the ωB97M-V functional and the def2-TZVPD basis",
  "charge": 0,
  "s2": 6.0151,
  "total_energy_ha": -3098.65018,
  "orbital_gap_ev": [6.68, 6.95],
  "fmax_ha_per_bohr": 0.0053,
  "e_above_lowest_kcal_mol": 56.2,
  "multiplicity": 5,
  "homo_energy_ev": [-7.045, -8.672],
  "species": ["Ir", "C", "C", "N", "N", "C", "N", "S", "C", "C", "C", "C", "C", "N", "H", "H", "H", "H", "H", "H", "H", "H", "H", "O", "C", "O", "C", "C", "C", "C", "C", "C", "P", "C", "C", "C", "C", "C", "C", "C", "C", "C", "C", "C", "C", "H", "H", "H", "H", "H", "H", "H", "H", "H", "H", "H", "H", "H", "H", "F", "Te", "F", "F", "F", "F", "O"],
  "coordinates": [[0.98, -0.62, -0.39], [3.62, -3.80, 1.67], [3.07, -2.68, 0.85], [1.85, -2.59, 0.47], [0.98, -3.60, 0.77], [-0.09, -3.54, 0.05], [-1.05, -4.49, 0.22], [-0.40, -2.36, -1.22], [3.95, -1.59, 0.37], [5.32, -1.61, 0.58], [6.10, -0.60, 0.05], [5.49, 0.40, -0.68], [4.12, 0.37, -0.83], [3.36, -0.59, -0.32], [2.83, -4.49, 1.93], [4.07, -3.40, 2.58], [4.40, -4.33, 1.12], [-0.98, -5.05, 1.06], [-1.97, -4.28, -0.13], [5.76, -2.42, 1.15], [7.17, -0.60, 0.21], [6.06, 1.21, -1.11], [3.58, 1.15, -1.37], [1.55, 2.78, -2.52], [1.06, 2.38, -1.49], [1.52, 1.36, -0.80], [-0.09, 3.11, -0.84], [-0.05, 4.50, -0.82], [-1.07, 5.22, -0.21], [-2.15, 4.56, 0.34], [-2.22, 3.18, 0.29], [-1.19, 2.44, -0.29], [-1.29, 0.64, -0.56], [-2.02, 0.59, -2.23], [-3.32, 1.03, -2.47], [-3.82, 1.06, -3.76], [-3.02, 0.66, -4.83], [-1.72, 0.24, -4.60], [-1.22, 0.20, -3.30], [-2.55, 0.01, 0.57], [-2.47, 0.35, 1.92], [-3.34, -0.22, 2.84], [-4.29, -1.14, 2.42], [-4.37, -1.49, 1.08], [-3.50, -0.92, 0.15], [0.79, 5.00, -1.28], [-1.01, 6.30, -0.18], [-2.95, 5.12, 0.81], [-3.08, 2.67, 0.70], [-3.94, 1.35, -1.64], [-4.83, 1.40, -3.94], [-3.41, 0.69, -5.83], [-1.08, -0.05, -5.42], [-0.20, -0.12, -3.13], [-1.72, 1.05, 2.26], [-3.25, 0.04, 3.88], [-4.96, -1.59, 3.13], [-5.11, -2.21, 0.74], [-3.56, -1.21, -0.89], [2.99, 0.27, 2.34], [1.34, 0.05, 3.19], [2.24, 0.60, 4.71], [0.97, 1.85, 2.94], [1.86, -1.67, 3.68], [-0.15, -0.11, 4.28], [0.42, -0.47, 1.72]]
}